# 1
Density functional theory data (the ωB97M-V functional and the def2-TZVPD basis) for an isolated molecule of C3H5ClN2O in a non-equilibrium geometry.

The geometry in XYZ format:
```
12
Properties=species:S:1:pos:R:3:forces:R:3:mulliken_charge:R:1
N 0.968 0.632 0.181 -0.347 -2.151 0.056 -0.136
O 1.658 -1.594 -0.142 -1.018 -0.666 -0.186 -0.497
H -0.723 -1.337 -0.762 0.121 -0.227 0.213 0.308
N -0.947 1.715 -0.156 -1.372 -0.619 -0.520 -0.727
C 1.833 -0.417 -0.048 1.936 1.879 0.603 0.024
H 1.344 1.558 0.232 0.127 0.319 -0.175 0.288
H 2.869 0.005 -0.085 -0.281 -0.201 -0.058 0.313
C -0.427 0.572 0.039 0.074 2.204 -0.314 0.387
H -1.962 1.620 -0.390 0.957 0.120 0.656 0.223
Cl -2.826 -0.719 -0.011 -0.078 0.121 0.166 -0.201
C -1.063 -0.761 0.096 0.460 -1.204 0.746 -0.295
H -0.725 -1.274 1.047 -0.579 0.423 -1.187 0.313
```
Forces are in eV/Å.

Energy relative to the best compared isomer or geometry (same formula, charge and spin)   9.50 kcal per mole
Total energy   -20742.206 eV
E_HOMO   -10.196 eV
Charge   0
Orbital gap   10.9 eV
SMILES string   [H]/N=C(\CCl)NC=O
LUMO level   0.7 eV

---

# 2
Density functional theory data (the ωB97M-V functional and the def2-TZVPD basis) for a cluster of 2 separate species, C3H5ClN2O2 in total in a non-equilibrium geometry.

The geometry in XYZ format:
```
13
Properties=species:S:1:pos:R:3:forces:R:3:mulliken_charge:R:1
Cl -2.082 -1.480 1.558 0.835 0.193 -0.250 -0.082
C 0.825 1.774 -0.472 0.008 -2.295 -0.526 -0.897
H 0.275 -1.708 1.846 -0.306 -0.052 -0.726 0.362
H 0.460 0.905 -1.069 -0.701 0.969 0.445 0.170
C 0.085 2.035 0.733 -1.580 -0.652 0.996 0.491
N -0.133 -1.432 -0.161 1.309 0.021 -11.258 0.713
H 1.801 1.391 -0.357 1.396 -0.258 1.212 0.314
O 0.990 -1.487 -0.742 0.502 0.030 1.492 -0.539
C -0.439 -1.381 1.076 -1.835 0.023 9.951 -0.358
O -1.203 -1.596 -1.047 -2.887 0.016 4.862 -0.440
N -0.676 2.053 1.608 1.200 0.318 -0.885 -0.401
H -0.906 -1.659 -1.889 2.365 -0.302 -4.035 0.300
H 1.002 2.585 -1.085 -0.303 1.990 -1.277 0.368
```
Forces are in eV/Å.

Energy relative to the best compared isomer or geometry (same formula, charge and spin)   69.20 kcal per mole
Total energy   -22781.939 eV
E_HOMO (spin up / spin down)   -6.609 / -11.458 eV
Charge   0
<S²>   2.008
Orbital gap (spin up / spin down)   7.2 / 9.1 eV
Multiplicity   3
LUMO level (spin up / spin down)   0.6 / -2.3 eV

---

# 3
Density functional theory data (the ωB97M-V functional and the def2-TZVPD basis) for an isolated molecule of C3H5ClN2OS in a non-equilibrium geometry.

The geometry in XYZ format:
```
13
Properties=species:S:1:pos:R:3:forces:R:3:mulliken_charge:R:1
H 1.501 1.746 -0.721 0.297 0.172 -0.035 0.305
N 1.390 0.792 -0.425 -2.027 -0.534 0.371 -0.283
O -2.150 1.286 -0.320 -0.216 -1.919 0.955 -0.293
H 2.966 -0.680 0.424 -0.066 0.243 -0.708 0.135
H -0.776 -2.420 1.449 1.121 1.900 -0.741 0.257
H -2.561 2.031 -0.694 -0.954 1.486 -0.643 0.372
C -0.034 0.487 -0.311 0.309 5.202 -1.305 0.413
H 0.028 -0.804 2.123 0.091 -0.876 -1.811 0.257
N -0.841 1.531 -0.553 3.904 -2.242 0.328 -0.541
C -0.470 -0.812 0.029 -0.803 -1.305 -0.368 0.255
S 2.614 -0.308 -0.853 -0.473 -0.047 0.780 -0.133
C -0.284 -1.396 1.192 -1.567 -1.483 2.592 -0.578
Cl -1.384 -1.454 -1.340 0.384 -0.598 0.586 -0.168
```
Forces are in eV/Å.

Energy relative to the best compared isomer or geometry (same formula, charge and spin)   73.13 kcal per mole
Total energy   -31573.985 eV
E_HOMO   -8.542 eV
Charge   0
Orbital gap   9.1 eV
SMILES string   C=C(Cl)/C(=N\O)NS
LUMO level   0.5 eV

---

# 4
Density functional theory data (the ωB97M-V functional and the def2-TZVPD basis) for an isolated molecule of C3H5ClN2S in a non-equilibrium geometry.

The geometry in XYZ format:
```
12
Properties=species:S:1:pos:R:3:forces:R:3:mulliken_charge:R:1
H 1.011 1.971 0.850 -0.055 -0.308 0.065 0.253
N 0.572 0.218 -0.031 -0.772 -0.669 0.400 0.325
H 0.952 1.986 -0.784 -0.106 0.447 -0.744 0.248
C 1.301 -0.937 -0.014 0.197 0.632 -0.011 -0.047
H 0.616 -1.771 0.015 0.117 -0.403 -0.070 0.127
H -1.210 1.265 -0.185 -0.104 -0.735 0.233 0.323
S 2.923 -1.109 -0.037 -0.567 0.008 0.047 -0.270
Cl -3.417 -0.647 -0.041 0.060 0.272 -0.008 -0.171
N 1.211 1.443 0.007 0.529 0.125 0.425 -0.680
C -1.702 -0.796 0.056 0.641 -1.006 0.194 -0.479
H -1.396 -1.855 0.182 -0.173 1.003 -0.084 0.251
C -0.861 0.232 -0.021 0.233 0.634 -0.447 0.120
```
Forces are in eV/Å.

Energy relative to the best compared isomer or geometry (same formula, charge and spin)   29.79 kcal per mole
Total energy   -29527.936 eV
E_HOMO   -8.519 eV
Charge   0
Orbital gap   8.7 eV
SMILES string   NN(C=S)/C=C/Cl
LUMO level   0.1 eV

---

# 5
Density functional theory data (the ωB97M-V functional and the def2-TZVPD basis) for an isolated molecule of C3H5ClN2S in a non-equilibrium geometry.

The geometry in XYZ format:
```
12
Properties=species:S:1:pos:R:3:forces:R:3:mulliken_charge:R:1
H 0.234 -2.589 0.904 -0.061 1.242 0.660 0.381
C 0.624 0.950 0.228 2.004 -2.228 0.752 -0.097
H 1.660 0.274 -1.484 -0.079 0.263 -0.931 0.374
H 0.117 1.810 0.055 -1.999 2.332 -0.160 0.434
C 0.362 -1.513 0.618 0.648 -1.560 0.719 -0.051
H -2.382 0.095 1.820 0.132 0.088 1.228 0.215
N 0.792 -1.346 -0.532 -0.237 0.654 -1.648 -0.390
N -1.610 0.066 1.196 -0.064 -0.049 -1.243 -0.650
H -0.154 0.122 -1.497 -2.825 0.429 -2.546 0.380
C 0.720 0.057 -1.011 3.377 -1.017 3.983 -0.618
S -0.105 -0.030 1.595 -1.565 -0.155 -0.626 0.196
Cl 2.197 1.473 0.869 0.671 0.001 -0.188 -0.174
```
Forces are in eV/Å.

Energy relative to the best compared isomer or geometry (same formula, charge and spin)   54.52 kcal per mole
Total energy   -29526.863 eV
E_HOMO   -8.637 eV
Charge   0
Orbital gap   9.2 eV
LUMO level   0.6 eV

---

# 6
Density functional theory data (the ωB97M-V functional and the def2-TZVPD basis) for a cluster of 2 separate species, C3H5ClNO2 in total in a non-equilibrium geometry.

The geometry in XYZ format:
```
12
Properties=species:S:1:pos:R:3:forces:R:3:mulliken_charge:R:1
H 2.238 0.061 -0.337 0.940 -0.963 -1.131 0.392
H 0.601 0.836 1.041 0.445 0.894 1.025 0.328
N -0.752 -0.485 0.797 -2.575 0.473 0.379 -0.419
H 1.288 -0.877 1.300 -0.878 0.943 -0.154 0.380
C 0.596 -0.173 0.706 0.875 -0.800 -0.253 -0.553
H 0.972 0.743 -1.305 -0.375 -0.588 0.486 0.213
C 1.229 -0.143 -0.679 -0.025 2.401 0.860 -1.016
H 0.849 -1.024 -1.096 0.684 -1.605 -1.320 0.300
O -1.536 1.850 0.406 0.589 2.518 1.413 -0.493
Cl -1.139 -2.132 0.433 0.266 -0.452 -0.390 -0.281
O -2.477 0.435 -1.071 -1.126 -1.202 -1.334 -0.498
C -1.870 0.910 -0.195 1.180 -1.618 0.418 0.648
```
Forces are in eV/Å.

Energy relative to the best compared isomer or geometry (same formula, charge and spin)   31.99 kcal per mole
Total energy   -21299.266 eV
E_HOMO   -2.955 eV
Charge   -1
Orbital gap   7.0 eV
LUMO level   4.0 eV

---

# 7
Density functional theory data (the ωB97M-V functional and the def2-TZVPD basis) for an isolated molecule of C3H5ClNP in a non-equilibrium geometry.

The geometry in XYZ format:
```
11
Properties=species:S:1:pos:R:3:forces:R:3:mulliken_charge:R:1
Cl -1.807 -1.763 0.038 0.447 1.041 -0.520 -0.228
C 1.492 -0.651 -0.260 0.732 -1.446 2.354 -0.963
C 0.376 0.330 0.273 -0.124 -1.273 -1.074 -0.576
H 1.863 -1.538 0.484 -1.604 1.923 -1.813 0.237
N -2.935 1.900 0.498 0.754 -0.662 -0.375 -0.356
C -2.182 1.150 0.035 -1.331 1.150 0.636 0.425
H 2.436 -0.129 -0.384 -0.063 0.403 -0.195 0.324
H -0.064 0.331 1.257 0.617 -0.763 0.670 0.444
H 1.199 -1.035 -1.247 0.195 -0.253 0.446 0.312
H 0.710 1.327 0.137 0.262 1.154 -0.387 0.350
P -1.087 0.077 -0.831 0.115 -1.274 0.260 0.032
```
Forces are in eV/Å.

Energy relative to the best compared isomer or geometry (same formula, charge and spin)   9.88 kcal per mole
Total energy   -26492.944 eV
E_HOMO   -10.257 eV
Charge   0
Orbital gap   10.0 eV
SMILES string   CCP(Cl)C#N
LUMO level   -0.3 eV

---

# 8
Density functional theory data (the ωB97M-V functional and the def2-TZVPD basis) for an isolated molecule of C3H5ClO2S in a non-equilibrium geometry.

The geometry in XYZ format:
```
12
Properties=species:S:1:pos:R:3:forces:R:3:mulliken_charge:R:1
S -0.259 0.852 -0.539 1.012 0.611 2.191 1.131
H 0.261 -1.325 -1.119 -0.217 1.104 -0.712 0.312
C -0.302 -0.310 1.923 -6.140 -3.483 7.014 -0.184
C 0.129 -0.369 -1.722 1.395 -2.116 -0.939 -0.841
H -0.569 -0.631 -2.558 0.259 0.907 0.923 0.327
H 1.605 0.050 1.044 0.805 0.121 -0.181 0.493
O 0.352 2.124 -0.741 1.503 0.109 -0.789 -0.605
H 1.139 -0.117 -2.143 -0.931 -0.191 0.366 0.323
C 0.553 0.153 1.010 3.652 3.488 -6.728 -0.641
O -1.656 0.971 -0.340 -1.682 -1.277 0.394 -0.605
H -1.378 -0.265 1.765 0.328 0.004 0.215 0.431
Cl 0.124 -1.134 3.421 0.016 0.723 -1.753 -0.140
```
Forces are in eV/Å.

Energy relative to the best compared isomer or geometry (same formula, charge and spin)   0.00 kcal per mole
Total energy   -30638.542 eV
E_HOMO (spin up / spin down)   -6.475 / -11.112 eV
Charge   0
<S²>   2.008
Orbital gap (spin up / spin down)   7.1 / 7.8 eV
Multiplicity   3
LUMO level (spin up / spin down)   0.6 / -3.3 eV

---

# 9
Density functional theory data (the ωB97M-V functional and the def2-TZVPD basis) for a cluster of 2 separate species, C3H5ClO4S in total in a non-equilibrium geometry.

The geometry in XYZ format:
```
14
Properties=species:S:1:pos:R:3:forces:R:3:mulliken_charge:R:1
S -2.400 0.231 -1.334 0.127 2.429 -2.651 0.828
C 0.040 -0.233 0.531 0.798 -1.370 1.573 -0.176
O -0.500 -0.854 -0.580 -0.772 0.360 -1.449 -0.574
H 0.018 -0.774 -1.399 0.245 0.079 0.304 0.446
C 0.435 1.272 0.460 -0.589 0.097 -2.383 0.127
H -0.770 -0.409 1.238 0.129 0.636 0.625 0.326
O 1.157 1.839 1.210 0.559 -0.243 1.423 -0.436
C 1.248 -1.096 0.992 0.685 3.793 0.420 -0.426
O -1.744 0.326 -2.679 -1.494 -0.205 3.108 -0.476
H 1.744 -0.395 1.761 -0.191 -1.580 -1.091 0.350
O -2.615 1.515 -0.639 0.683 -2.178 -0.910 -0.436
Cl 2.251 -1.229 -0.492 0.576 -0.184 0.432 -0.207
H 0.100 1.869 -0.436 -0.357 -0.775 0.313 0.289
H 1.037 -2.061 1.365 -0.398 -0.860 0.284 0.365
```
Forces are in eV/Å.

Energy relative to the best compared isomer or geometry (same formula, charge and spin)   0.95 kcal per mole
Total energy   -34737.987 eV
E_HOMO   -10.453 eV
Charge   0
Orbital gap   9.8 eV
LUMO level   -0.7 eV

---

# 10
Density functional theory data (the ωB97M-V functional and the def2-TZVPD basis) for an isolated molecule of C3H5ClSi in a non-equilibrium geometry.

The geometry in XYZ format:
```
10
Properties=species:S:1:pos:R:3:forces:R:3:mulliken_charge:R:1
C 1.227 0.599 -0.304 0.512 -1.278 0.464 -0.461
C -1.051 -0.658 0.840 -0.738 -0.205 -0.292 -0.782
H 1.213 1.304 0.604 0.094 -1.315 -1.470 0.323
H -1.625 -0.967 3.005 -0.330 -0.147 -0.417 0.376
H 1.786 -0.393 -0.136 -0.262 1.782 0.378 0.239
Cl 2.031 1.370 -1.714 -0.093 0.069 0.229 -0.194
H -1.212 0.911 -1.545 -0.124 -0.112 0.695 -0.113
C -1.489 -0.875 1.943 0.718 0.222 0.455 0.420
H -0.439 -1.145 -1.884 0.451 -0.531 0.362 -0.088
Si -0.441 -0.145 -0.808 -0.229 1.515 -0.403 0.280
```
Forces are in eV/Å.

Energy relative to the best compared isomer or geometry (same formula, charge and spin)   30.94 kcal per mole
Total energy   -23589.820 eV
E_HOMO   -10.176 eV
Charge   0
Orbital gap   11.0 eV
SMILES string   C#C[SiH2]CCl
LUMO level   0.8 eV

---

Look up the total energy of the fourth one. -29527.936 eV